Version w
12
Properties=species:S:1:pos:R:3 method="wB97M-V/def2-TZVPD" lumo_ev=-0.426 homo_ev=-9.21
C 1.386 0.093 -0.090
C -1.128 0.431 0.898
N 0.506 -0.529 -1.207
N 3.018 -0.478 -1.905
O 1.106 0.704 -3.261
S 3.016 0.546 -0.529
S 0.658 0.668 1.340
S 1.406 -0.534 -2.628
H -1.168 -0.541 0.322
H -1.640 1.054 0.129
H -1.546 0.650 1.799
H 3.701 -0.335 -2.578



Version x
12
Properties=species:S:1:pos:R:3 method="wB97M-V/def2-TZVPD" lumo_ev=-1.023 homo_ev=-8.82
O -1.392 1.662 0.404
N -0.232 1.368 -0.287
C 0.204 0.068 -0.109
N -0.473 -1.004 -0.016
S -2.173 -0.880 -0.062
C 1.709 -0.110 -0.035
S 2.734 1.154 -0.008
S 2.343 -1.756 0.089
H -2.042 1.882 -0.273
H 0.463 2.057 0.027
H -2.279 -2.117 0.384
H 1.139 -2.323 -0.113



Result of the stability comparison: version w is the least stable of them.